Entry 1:
13
Properties=species:S:1:pos:R:3 method="wB97M-V/def2-TZVPD" e_above_lowest_kcal_mol=109.9 homo_ha=-0.3671 gap_ev=10.25 largest_force_ev_per_a=4.10 lumo_ha=0.009
N 2.44246 -1.08985 0.81464
N -0.90782 0.45092 0.90732
C 0.64381 0.51773 0.53793
C -1.19235 -0.83341 0.34854
C -1.11975 0.34401 -0.58218
C 0.31707 0.63127 -0.96459
C 1.32716 -0.75847 0.80181
H 0.79817 -0.09357 -1.62832
H -2.04838 -1.46741 0.59290
H 0.47151 1.63854 -1.35658
H 1.21978 1.31604 1.01712
H -1.94169 0.89148 -1.05865
H -0.00998 -1.54728 0.57007

---

Entry 2:
13
Properties=species:S:1:pos:R:3 method="wB97M-V/def2-TZVPD" e_above_lowest_kcal_mol=133.0 homo_ha=-0.2895 gap_ev=8.23 smiles="C1=C[C@@H]2CN2N=C1" largest_force_ev_per_a=8.45 lumo_ha=0.013
N -0.82575 -0.88752 -0.67854
N 0.26706 -1.50752 -0.45447
C -1.40203 -0.48918 0.63980
C -1.09110 0.54148 -0.47719
C 0.24739 1.25058 -0.25910
C 1.34749 -1.00992 0.05175
C 1.35476 0.44297 0.02222
H 2.24192 1.10577 0.27418
H -2.01150 0.99544 -0.83144
H 2.10707 -1.78290 -0.20179
H -0.52827 -0.33667 1.44289
H -2.33389 -0.71107 0.76884
H 0.62685 2.38853 -0.29713

---

Entry 3:
14
Properties=species:S:1:pos:R:3 method="wB97M-V/def2-TZVPD" e_above_lowest_kcal_mol=111.8 homo_ha=-0.3577 gap_ev=9.39 largest_force_ev_per_a=10.50 lumo_ha=-0.012
O 0.10680 -0.99432 -2.36017
N 0.02652 -0.82416 2.27196
N -1.15581 1.20924 1.90247
C -0.47422 1.07814 -0.45840
C -0.13412 -0.14866 -0.03654
C -0.47964 -0.07376 1.54654
C -0.99892 1.78548 0.73251
C 0.54823 -1.13508 -0.97080
H 1.00813 -0.51140 -2.56916
H 1.77240 -1.26247 -0.79280
H -0.31239 1.46803 -1.39576
H 0.69952 -1.53200 1.80751
H -0.81030 3.13276 0.80072
H 0.20380 -2.19180 -0.47807

---

Entry 4:
14
Properties=species:S:1:pos:R:3 method="wB97M-V/def2-TZVPD" e_above_lowest_kcal_mol=175.9 homo_ha=-0.3510 gap_ev=8.22 largest_force_ev_per_a=10.34 lumo_ha=-0.049
O -4.22267 -0.19027 -0.26490
N 1.33949 -2.02606 0.28483
N 1.78208 0.33725 -0.34403
C -1.64615 -0.52457 -0.34014
C 1.29795 1.77503 0.03846
C -2.87157 0.02668 0.25350
C 1.01997 -0.74994 -0.29158
C -0.38082 -0.51644 -0.32829
H 1.20291 2.31809 -1.10455
H 2.20868 -2.42966 -0.20122
H 2.07135 1.96583 0.73916
H 0.22808 1.84547 0.45203
H -2.57136 0.97185 1.21247
H 0.54206 -2.80325 -0.10573

---

Entry 5:
14
Properties=species:S:1:pos:R:3 method="wB97M-V/def2-TZVPD" e_above_lowest_kcal_mol=106.0 homo_ha=-0.3215 gap_ev=9.61 smiles="O=C=C[C@H]1CC12NN2" largest_force_ev_per_a=4.61 lumo_ha=0.032
O -2.44237 1.66376 2.38555
N 1.72016 -1.51142 -0.23073
N 1.97190 -0.00030 -0.23924
C 0.68902 -0.55969 -0.41591
C -0.55905 -0.59033 -1.22758
C -1.61415 1.52387 1.52473
C -0.62513 -0.26449 0.28933
C -0.75810 1.18457 0.60853
H -0.74327 -1.47452 -1.74620
H -0.19691 1.88260 0.12143
H 1.77748 -1.71764 0.76714
H -1.08441 -0.90313 0.89786
H -0.67533 0.34046 -1.74759
H 2.54016 0.42625 -0.98732

---

Entry 6:
14
Properties=species:S:1:pos:R:3 method="wB97M-V/def2-TZVPD" e_above_lowest_kcal_mol=163.6 homo_ha=-0.3077 gap_ev=9.01 largest_force_ev_per_a=6.70 lumo_ha=0.023
O -1.92741 0.00253 0.15348
N -1.66987 -1.35001 0.21666
N 1.42922 -0.55322 -0.42502
C -0.32771 -1.31463 0.18676
C 0.12466 -0.08752 -0.27693
C -0.80256 0.81342 -0.16652
C 1.01880 -1.96710 -0.09597
C -0.76894 2.13033 0.37135
H 1.96614 -0.62744 -1.24378
H 0.36368 2.37884 1.07053
H -1.56386 2.35705 1.15313
H 1.77022 -2.25301 0.75822
H -0.55576 3.10144 -0.73200
H 0.94340 -2.63068 -0.96992